{"formula": "C13H25N2O5", "method": "wB97M-V/def2-TZVPD", "symbols": ["C", "C", "C", "C", "O", "C", "C", "O", "N", "C", "C", "C", "C", "O", "O", "H", "H", "H", "H", "H", "H", "H", "H", "H", "H", "H", "H", "H", "H", "H", "H", "H", "C", "C", "O", "N", "C", "H", "H", "H", "H", "H", "H", "H", "H"], "coordinates": [[3.04, 4.01, 0.57], [3.85, 3.60, -0.81], [4.11, 1.95, -0.93], [3.07, 1.27, -2.00], [2.23, 0.19, -1.46], [1.52, 0.60, -0.24], [2.20, -0.45, 0.88], [3.30, -1.15, 0.57], [1.32, -0.43, 2.11], [-0.11, -0.45, 1.52], [-0.06, 0.17, -0.02], [-1.13, 1.44, 0.13], [-1.96, 1.72, -1.28], [-1.51, 1.30, -2.49], [-3.24, 2.46, -1.18], [1.89, 3.97, 0.32], [3.27, 5.11, 0.94], [3.22, 3.26, 1.47], [3.35, 4.00, -1.79], [4.92, 4.09, -0.75], [4.16, 1.42, 0.11], [5.20, 1.86, -1.40], [3.74, 0.77, -2.85], [2.44, 2.11, -2.58], [1.51, 1.73, 0.09], [1.47, 0.58, 2.43], [-0.70, 0.14, 2.35], [-0.28, -1.60, 1.38], [-0.51, -0.54, -0.85], [-0.58, 2.45, 0.41], [-1.94, 1.26, 0.96], [-3.06, 3.39, -0.83], [-3.58, -2.67, -1.05], [-3.15, -3.13, 0.30], [-2.22, -2.68, 0.95], [-3.90, -4.10, 1.01], [-3.12, -5.30, 1.37], [-2.70, -2.33, -1.62], [-4.05, -3.48, -1.60], [-4.28, -1.84, -0.94], [-4.77, -4.32, 0.52], [-4.09, -3.63, 1.91], [-2.75, -5.76, 0.45], [-3.80, -5.99, 1.89], [-2.30, -5.02, 2.03]], "gap_ev": 6.876, "total_charge": 1}

---

{"formula": "C13H25N3O3S", "method": "wB97M-V/def2-TZVPD", "symbols": ["C", "N", "C", "O", "C", "C", "C", "S", "C", "N", "C", "O", "C", "N", "C", "C", "O", "C", "C", "C", "H", "H", "H", "H", "H", "H", "H", "H", "H", "H", "H", "H", "H", "H", "H", "H", "H", "H", "H", "H", "H", "H", "H", "H", "H"], "coordinates": [[-0.65, 3.88, -2.06], [-1.42, 2.89, -1.30], [-1.35, 1.51, -1.32], [-0.67, 0.87, -2.19], [-2.05, 0.75, -0.25], [-3.17, -0.13, -0.73], [-2.86, -1.25, -1.78], [-3.36, -2.93, -1.16], [-3.44, -4.07, -2.56], [-1.00, -0.06, 0.47], [-0.02, 0.55, 1.16], [-0.14, 1.81, 1.45], [1.18, -0.32, 1.41], [2.09, 0.40, 2.36], [2.36, -0.11, 3.55], [3.11, 0.83, 4.49], [1.91, -1.14, 4.01], [1.91, -0.74, 0.13], [2.93, -1.92, 0.26], [2.68, 0.31, -0.66], [0.21, 3.42, -2.56], [-0.27, 4.61, -1.31], [-1.27, 4.46, -2.88], [-1.74, 3.31, -0.47], [-2.59, 1.42, 0.41], [-3.67, -0.71, -0.01], [-3.82, 0.70, -1.09], [-1.81, -1.24, -2.13], [-3.48, -0.96, -2.65], [-4.12, -3.65, -3.24], [-3.97, -4.88, -2.32], [-2.45, -4.08, -3.05], [-0.89, -1.10, 0.11], [0.82, -1.27, 1.90], [2.46, 1.38, 2.17], [3.92, 1.19, 3.91], [3.24, 0.30, 5.42], [2.35, 1.55, 4.75], [1.07, -1.11, -0.54], [2.47, -2.78, 0.66], [3.68, -1.68, 1.05], [3.32, -1.94, -0.81], [2.85, -0.05, -1.68], [2.11, 1.28, -0.85], [3.52, 0.69, -0.07]], "gap_ev": 9.361, "total_charge": 0, "smiles": "CNC(=O)[C@@H](CCSC)NC(=O)[C@H](NC(C)=O)C(C)C"}

---

{"formula": "C13H26Br2InNO8PS", "method": "wB97M-V/def2-TZVPD", "symbols": ["C", "C", "C", "In", "P", "N", "C", "Br", "C", "C", "Br", "S", "C", "O", "O", "H", "H", "H", "H", "H", "H", "H", "H", "H", "H", "H", "H", "H", "H", "H", "H", "H", "H", "C", "C", "O", "C", "O", "O", "H", "H", "H", "H", "C", "C", "O", "C", "O", "O", "H", "H", "H", "H"], "coordinates": [[-4.04, 1.08, -3.77], [-3.31, 0.80, -2.40], [-1.80, 1.20, -2.58], [-0.87, 1.20, -0.54], [-2.65, 2.26, 1.01], [-3.58, 3.32, 0.19], [-0.36, -0.82, 0.29], [0.63, -0.59, 2.01], [0.50, -1.74, -0.62], [1.99, -1.30, -0.77], [-0.33, -2.10, -2.38], [1.10, 2.81, -0.40], [1.51, 3.01, 1.37], [0.57, 4.14, -0.87], [2.28, 2.37, -1.22], [-4.09, 2.17, -3.87], [-3.42, 0.69, -4.59], [-5.06, 0.65, -3.75], [-3.40, -0.26, -2.10], [-3.81, 1.44, -1.66], [-1.32, 0.52, -3.30], [-1.82, 2.23, -2.99], [-3.44, 1.25, 1.65], [-2.02, 2.99, 2.07], [-3.44, 4.22, 0.64], [-1.30, -1.36, 0.48], [0.54, -2.73, -0.12], [2.54, -1.52, 0.15], [2.44, -1.96, -1.54], [2.09, -0.25, -1.10], [2.25, 2.29, 1.74], [1.88, 4.02, 1.60], [0.60, 2.87, 1.99], [-3.71, -3.43, 2.99], [-2.95, -4.29, 3.97], [-1.88, -4.79, 3.17], [-1.69, -3.92, 2.15], [-0.77, -3.95, 1.40], [-2.68, -3.01, 2.09], [-4.18, -2.57, 3.47], [-4.46, -3.98, 2.44], [-2.54, -3.72, 4.80], [-3.55, -5.11, 4.36], [5.18, 1.34, -0.79], [5.74, 0.08, -1.38], [6.77, -0.27, -0.46], [6.46, 0.30, 0.74], [7.02, 0.06, 1.76], [5.43, 1.16, 0.61], [4.11, 1.46, -0.99], [5.70, 2.24, -1.13], [5.00, -0.73, -1.42], [6.15, 0.23, -2.38]], "gap_ev": 6.571, "total_charge": -1}

---

{"formula": "C13H26BrCl4N4S", "method": "wB97M-V/def2-TZVPD", "symbols": ["C", "C", "C", "C", "C", "C", "N", "C", "N", "C", "C", "C", "S", "N", "C", "N", "C", "Br", "H", "H", "H", "H", "H", "H", "H", "H", "H", "H", "H", "H", "H", "H", "H", "H", "H", "H", "H", "H", "H", "H", "H", "H", "H", "H", "C", "Cl", "Cl", "Cl", "Cl"], "coordinates": [[-0.83, -4.41, 0.10], [-0.50, -4.27, -1.43], [0.86, -3.57, -1.74], [1.06, -2.20, -1.00], [-0.08, -1.17, -1.34], [-0.21, -0.11, -0.17], [1.15, 0.43, 0.06], [1.15, 1.61, 0.85], [2.15, 1.87, 1.62], [2.23, 3.06, 2.51], [1.17, 3.01, 3.67], [0.94, 1.55, 4.22], [2.48, 0.61, 4.56], [0.07, 2.56, 0.82], [-0.58, 2.37, -0.50], [-1.49, 3.49, -0.82], [-1.29, 0.99, -0.49], [-2.86, 0.89, 0.70], [-1.94, -4.39, 0.21], [-0.48, -5.40, 0.46], [-0.35, -3.64, 0.74], [-1.31, -3.73, -1.97], [-0.45, -5.31, -1.85], [1.68, -4.27, -1.43], [1.02, -3.41, -2.83], [2.05, -1.81, -1.35], [1.15, -2.33, 0.11], [0.21, -0.58, -2.24], [-1.05, -1.68, -1.43], [-0.60, -0.69, 0.70], [1.66, 0.55, -0.81], [2.93, 1.21, 1.69], [2.13, 3.96, 1.87], [3.24, 3.13, 2.97], [1.41, 3.74, 4.47], [0.19, 3.33, 3.25], [0.27, 0.97, 3.55], [0.39, 1.66, 5.18], [2.41, -0.41, 3.63], [-0.59, 2.34, 1.57], [0.24, 2.40, -1.25], [-0.94, 4.11, -1.42], [-2.17, 3.09, -1.47], [-1.68, 0.83, -1.52], [-2.97, -0.08, -4.49], [-3.43, -1.07, -3.09], [-3.15, 1.64, -4.09], [-1.28, -0.42, -4.91], [-4.01, -0.49, -5.86]], "gap_ev": 8.954, "total_charge": 1}

---

{"formula": "C13H26ErGaO3", "method": "wB97M-V/def2-TZVPD", "symbols": ["C", "C", "C", "O", "O", "C", "C", "C", "C", "C", "C", "Ga", "C", "C", "C", "O", "C", "H", "H", "H", "H", "H", "H", "H", "H", "H", "H", "H", "H", "H", "H", "H", "H", "H", "H", "H", "H", "H", "H", "H", "H", "H", "H", "Er"], "coordinates": [[4.90, -1.47, 0.11], [4.52, -1.77, -1.16], [3.37, -1.20, -1.91], [3.58, -0.89, -3.03], [2.14, -1.04, -1.34], [2.00, -0.27, -0.16], [2.71, 1.07, -0.20], [2.44, 1.93, 1.05], [0.95, 2.08, 1.43], [0.43, 1.19, 2.60], [-0.44, 0.01, 2.29], [-2.08, 0.52, 1.01], [-3.19, -1.22, 0.61], [-3.54, -1.45, -0.87], [-4.27, -0.26, -1.51], [-3.45, 0.81, -1.87], [-2.64, 0.57, -3.03], [5.92, -1.12, 0.28], [4.27, -1.60, 0.98], [5.16, -2.42, -1.76], [2.29, -0.84, 0.74], [0.91, -0.10, -0.08], [3.79, 0.95, -0.29], [2.40, 1.64, -1.09], [3.03, 1.58, 1.91], [2.81, 2.94, 0.82], [0.33, 1.95, 0.53], [0.80, 3.12, 1.75], [-0.07, 1.81, 3.35], [1.33, 0.77, 3.11], [0.06, -0.83, 1.80], [-0.91, -0.36, 3.22], [-1.35, 0.91, -0.34], [-3.04, 1.60, 1.64], [-4.12, -1.23, 1.21], [-2.53, -2.06, 0.95], [-4.20, -2.32, -0.98], [-2.62, -1.72, -1.40], [-5.03, 0.14, -0.82], [-4.81, -0.64, -2.39], [-3.23, 0.07, -3.81], [-2.30, 1.54, -3.38], [-1.77, -0.05, -2.78], [-4.57, -2.35, 2.83]], "s2": 3.76, "gap_ev": [2.463, 2.578], "total_charge": 2, "multiplicity": 4}

---

no.,energy (eV)
1,-27089.325
2,-35333.614
3,-197155.583
4,-150823.959
5,-100015.264